Record 1
Here is C36H27F9IN3O3PPt as an isolated structure from the Open Molecules 2025 dataset. Energies are from wB97M-V/def2-TZVPD.

Cartesian coordinates (Å):
Pt -0.147 0.871 -0.889
C 4.426 0.276 -0.553
C 3.973 1.689 -0.741
N 4.853 2.628 -0.943
C 4.421 3.908 -1.084
C 3.105 4.269 -1.044
C 2.762 5.725 -1.185
O 2.077 6.026 -2.403
C 2.115 3.261 -0.862
C 0.726 3.664 -0.823
N -0.296 2.889 -0.655
C -1.576 3.511 -0.459
C -1.681 4.785 0.086
C -2.915 5.384 0.270
C -4.077 4.710 -0.070
C -3.992 3.422 -0.576
C -2.752 2.835 -0.752
I -2.650 0.872 -1.401
C 2.544 1.936 -0.691
O 1.806 0.901 -0.463
H 5.511 0.236 -0.614
H 3.978 -0.379 -1.302
H 4.090 -0.102 0.414
H 5.192 4.659 -1.218
H 3.681 6.314 -1.108
H 2.094 6.057 -0.388
H 2.501 5.517 -3.102
H 0.548 4.727 -0.949
H -0.793 5.297 0.425
H -2.964 6.372 0.707
H -5.045 5.163 0.094
H -4.890 2.864 -0.803
N 0.090 -1.077 -1.166
P -0.192 -2.524 -0.851
C -0.722 -3.520 -2.305
C -0.231 -3.112 -3.545
C -0.579 -3.794 -4.699
C -1.431 -4.890 -4.632
C -1.929 -5.300 -3.405
C -1.573 -4.618 -2.247
C 1.318 -3.404 -0.301
C 1.546 -4.764 -0.481
C 2.727 -5.344 -0.038
C 3.687 -4.562 0.590
C 3.468 -3.203 0.767
C 2.291 -2.622 0.317
C -1.424 -3.012 0.413
C -2.760 -2.680 0.193
C -3.731 -2.941 1.144
C -3.375 -3.546 2.343
C -2.052 -3.885 2.576
C -1.083 -3.620 1.617
H 0.407 -2.237 -3.582
H -0.192 -3.467 -5.656
H -1.709 -5.419 -5.535
H -2.598 -6.150 -3.347
H -1.966 -4.946 -1.292
H 0.799 -5.377 -0.973
H 2.900 -6.403 -0.186
H 4.610 -5.012 0.935
H 4.220 -2.590 1.248
H 2.112 -1.557 0.414
H -3.045 -2.214 -0.744
H -4.760 -2.662 0.959
H -4.128 -3.740 3.097
H -1.768 -4.341 3.515
H -0.050 -3.870 1.821
F -3.536 1.980 3.327
C -2.294 2.357 3.663
F -2.200 2.218 5.005
F -2.206 3.678 3.403
C -1.225 1.579 2.809
O -1.527 1.633 1.542
C -1.156 0.103 3.327
F -0.392 -0.649 2.532
F -0.656 -0.013 4.583
F -2.378 -0.458 3.343
C 0.178 2.254 3.093
F 0.358 2.666 4.368
F 0.334 3.339 2.316
F 1.197 1.429 2.808

Values from the calculation:
net charge: -1
max |F|: 0.0093 hartree/bohr
orbital gap: 6.77 eV
energy: -93479.5647 eV
ΔE to the lowest compared entry with this formula, charge and spin: 15.6 kcal per mole

Results of the Mulliken charge analysis, in e, for atoms 1 through 2:
1 Pt 0.810
2 C -0.702



Record 2
Here is C36H28AsF6N5O2PRu as an isolated structure in a non-equilibrium geometry from the Open Molecules 2025 dataset. Energies are from wB97M-V/def2-TZVPD.

Cartesian coordinates (Å):
Ru -0.845 -0.255 -0.808
O -1.932 2.280 -3.778
C -1.174 1.555 -3.171
N -1.069 1.524 -1.795
C -1.677 2.510 -1.057
C -1.747 3.859 -1.418
C -2.318 4.764 -0.545
C -2.837 4.351 0.681
C -2.830 3.015 1.036
C -2.254 2.083 0.173
N -2.184 0.724 0.342
C -2.939 0.058 1.262
O -3.682 0.543 2.089
C -2.761 -1.416 1.106
C -3.651 -2.300 1.700
C -3.460 -3.660 1.503
C -2.351 -4.076 0.783
C -1.488 -3.124 0.255
N -1.705 -1.819 0.380
C -0.194 0.658 -3.844
C -0.207 0.539 -5.230
C 0.825 -0.152 -5.839
C 1.846 -0.641 -5.044
C 1.768 -0.481 -3.665
N 0.749 0.121 -3.074
H -1.334 4.183 -2.362
H -2.367 5.805 -0.816
H -3.252 5.074 1.365
H -3.271 2.678 1.961
H -4.479 -1.904 2.272
H -4.168 -4.372 1.896
H -2.144 -5.120 0.616
H -0.594 -3.426 -0.271
H -1.018 0.987 -5.781
H 0.836 -0.300 -6.907
H 2.683 -1.169 -5.472
H 2.572 -0.848 -3.043
N 1.435 -1.455 -0.720
C 1.640 -1.987 0.560
C 2.037 -3.305 0.752
C 2.165 -3.799 2.039
C 1.900 -2.982 3.130
C 1.508 -1.664 2.951
C 1.367 -1.159 1.664
P 0.717 0.480 1.214
C 0.064 1.192 2.734
C 0.318 2.514 3.096
C -0.211 3.008 4.275
C -1.016 2.207 5.073
C -1.315 0.910 4.681
C -0.786 0.403 3.512
C 2.186 1.456 0.769
C 2.211 2.100 -0.465
C 3.321 2.840 -0.832
C 4.408 2.925 0.023
C 4.380 2.285 1.254
C 3.271 1.550 1.636
H 1.528 -2.162 -1.452
H 2.026 -0.652 -0.922
H 2.242 -3.937 -0.101
H 2.486 -4.818 2.190
H 1.998 -3.374 4.132
H 1.291 -1.043 3.808
H 0.944 3.134 2.466
H 0.016 4.018 4.581
H -1.402 2.587 6.007
H -1.955 0.292 5.290
H -1.006 -0.610 3.201
H 1.350 2.008 -1.119
H 3.332 3.350 -1.783
H 5.275 3.496 -0.270
H 5.229 2.360 1.916
H 3.239 1.056 2.597
F -0.684 -2.148 -2.354
As -0.237 -3.733 -3.429
F 1.452 -3.143 -3.342
F 0.165 -4.545 -1.908
F 0.176 -5.062 -4.388
F -1.881 -4.159 -3.202
F -0.531 -2.687 -4.768

Values from the calculation:
net charge: +1
max |F|: 0.0725 hartree/bohr
orbital gap (spin up / spin down): 5.68 / 5.54 eV
energy: -138344.6519 eV
ΔE to the lowest compared entry with this formula, charge and spin: 61.0 kcal per mole

Results of the Mulliken charge analysis, in e, for atoms 1 through 2:
1 Ru -0.225
2 O -0.612



Record 3
Here is C36H28Br4N4O5SV as an isolated structure from the Open Molecules 2025 dataset. Energies are from wB97M-V/def2-TZVPD.

Cartesian coordinates (Å):
V -0.444 -0.047 -0.645
O 2.789 0.616 2.452
S 1.951 -0.373 1.799
O 2.594 -1.101 0.722
N 0.544 0.163 1.306
C -0.333 0.710 2.258
C -0.004 1.097 3.555
C -0.990 1.589 4.415
C -2.295 1.723 4.006
C -2.664 1.377 2.690
C -3.988 1.522 2.195
C -4.244 1.169 0.878
C -3.231 0.687 0.074
N -1.959 0.525 0.513
C -1.672 0.869 1.819
C 1.591 -1.591 3.063
C 0.565 -2.499 2.849
C 0.303 -3.458 3.816
C 1.062 -3.511 4.979
C 2.088 -2.597 5.180
C 2.351 -1.630 4.221
H 1.018 1.047 3.894
H -0.706 1.877 5.422
H -3.054 2.111 4.677
H -4.764 1.906 2.846
H -5.238 1.268 0.457
H -3.396 0.411 -0.960
H -0.022 -2.446 1.936
H -0.505 -4.162 3.658
H 0.846 -4.259 5.732
H 2.677 -2.630 6.090
H 3.131 -0.892 4.361
Br -3.052 -6.546 -1.572
C -2.631 -4.709 -1.795
C -3.146 -3.991 -2.855
Br -4.299 -4.819 -4.114
C -2.812 -2.634 -3.007
Br -3.449 -1.589 -4.452
C -1.986 -1.980 -2.095
O -1.611 -0.749 -2.198
C -1.461 -2.723 -0.974
O -0.676 -2.071 -0.171
C -1.784 -4.072 -0.866
Br -0.992 -5.015 0.575
C 3.579 -3.336 -1.705
N 2.962 -2.093 -2.109
C 3.833 -0.977 -2.427
C 1.728 -1.813 -1.664
O 1.267 -0.678 -1.678
H 4.290 -3.661 -2.467
H 2.812 -4.101 -1.594
H 4.101 -3.224 -0.749
H 4.670 -1.339 -3.024
H 4.203 -0.507 -1.511
H 3.272 -0.234 -2.989
H 1.159 -2.655 -1.259
C -0.489 3.169 -5.442
C -1.325 2.179 -4.934
C -1.231 1.753 -3.622
C -0.268 2.292 -2.742
C 0.578 3.290 -3.279
C 0.462 3.717 -4.592
N -0.137 1.853 -1.434
C 0.390 2.830 -0.565
C 1.634 2.672 0.048
C 2.111 3.614 0.950
C 1.369 4.751 1.237
C 0.133 4.927 0.623
C -0.353 3.978 -0.259
H -0.576 3.501 -6.471
H -2.079 1.727 -5.570
H -1.887 0.976 -3.263
H 1.338 3.732 -2.647
H 1.137 4.487 -4.955
H 2.215 1.785 -0.173
H 3.060 3.438 1.443
H 1.736 5.481 1.949
H -0.468 5.800 0.855
H -1.329 4.092 -0.716

Values from the calculation:
net charge: -2
max |F|: 0.0111 hartree/bohr
spin multiplicity: 4
orbital gap (spin up / spin down): 3.95 / 5.78 eV
energy: -370682.8155 eV
ΔE to the lowest compared entry with this formula, charge and spin: 3.2 kcal per mole

Results of the Mulliken charge analysis, in e, for atoms 1 through 2:
1 V 0.581
2 O -0.722